{"formula": "C5H11N2O", "method": "wB97M-V/def2-TZVPD", "elements": ["C", "C", "C", "N", "N", "C", "C", "H", "H", "H", "H", "H", "H", "H", "H", "H", "O", "H", "H"], "positions_angstrom": [[0.3179, 0.4645, 0.5235], [-0.4960, 0.0474, -0.5237], [-0.4787, 2.2210, -0.5243], [0.3278, 1.8241, 0.4454], [-0.9378, 1.1868, -1.1625], [0.0723, -1.9767, -1.8740], [-0.9369, -1.3527, -0.9229], [0.8472, -0.0938, 1.2957], [-0.6791, 3.2775, -0.7023], [0.8503, 2.5022, 1.0289], [-1.4587, 1.2445, -2.0561], [0.9871, -2.0708, -1.2651], [0.2862, -1.3153, -2.7304], [-0.1983, -2.9743, -2.2589], [-1.9387, -1.3153, -1.3925], [-1.0317, -1.9110, 0.0283], [1.5470, 0.1563, 3.6406], [1.5866, -0.7147, 4.0966], [1.3336, 0.8001, 4.3535]], "mulliken_charge": [-0.41, 0.24, -0.23, 0.00, -0.01, -1.00, -0.61, 0.47, 0.40, 0.27, 0.30, 0.31, 0.31, 0.34, 0.33, 0.28, -0.64, 0.32, 0.32], "charge": 1, "homo_lumo_gap_ev": 10.95, "total_energy_ha": -381.64826}

---

{"formula": "C5H11N2O", "method": "wB97M-V/def2-TZVPD", "elements": ["C", "C", "C", "C", "C", "N", "N", "O", "H", "H", "H", "H", "H", "H", "H", "H", "H", "H", "H"], "positions_angstrom": [[1.3873, -1.3281, 0.8054], [1.1119, 0.7571, 1.6085], [1.3131, 0.8529, 0.1625], [1.5447, -0.8709, -1.6370], [-2.6329, 0.8100, 0.3274], [1.1249, -0.4956, 1.8969], [1.4732, -0.5088, -0.1988], [-1.6024, -0.0593, -0.2657], [-2.1678, -0.7363, -0.6027], [0.7378, 1.5766, 2.4163], [0.3695, 1.1687, -0.3128], [2.0093, 1.6251, -0.3068], [0.5502, -0.6410, -2.0356], [1.8461, -1.9395, -1.6875], [2.3546, -0.3815, -2.1602], [-3.5183, 0.2794, 0.2098], [-2.5392, 1.7151, -0.1834], [-2.5010, 0.8305, 1.4690], [1.0613, -0.8367, 2.8216]], "mulliken_charge": [-0.33, -0.08, -0.38, -0.87, -0.71, 0.16, 0.28, -0.45, 0.32, 0.37, 0.21, 0.40, 0.33, 0.33, 0.33, 0.41, 0.25, 0.21, 0.21], "charge": 1, "homo_lumo_gap_ev": 8.35, "total_energy_ha": -381.49955}

---

{"formula": "C5H11N2O2", "method": "wB97M-V/def2-TZVPD", "elements": ["C", "C", "C", "C", "C", "N", "N", "O", "O", "H", "H", "H", "H", "H", "H", "H", "H", "H", "H", "H"], "positions_angstrom": [[2.3410, -0.3325, -0.0103], [0.9658, 1.4663, -0.4387], [0.1466, 0.4369, 0.3047], [-2.3449, -0.0669, -0.0495], [-0.8446, -0.5200, -0.3994], [2.3019, 0.8710, -0.4409], [-0.5020, -1.8243, 0.1270], [3.0004, -1.3295, -0.0900], [-0.2857, 0.8318, 1.5456], [0.6404, 1.6584, -1.5232], [0.9549, 2.4579, 0.0810], [-3.0978, -0.5979, -0.6559], [-2.2639, 1.0400, -0.4109], [-2.4454, 0.0283, 1.0606], [-0.8169, -0.3241, -1.4776], [2.9861, 1.5691, -0.5320], [-0.7577, -1.9638, 1.1613], [0.5977, -1.9535, 0.1012], [-1.0579, -2.6154, -0.3568], [0.4819, 1.1685, 2.0039]], "mulliken_charge": [0.25, -0.63, 0.09, -1.09, -0.27, 0.09, -0.19, -0.44, -0.51, 0.24, 0.40, 0.40, 0.27, 0.34, 0.31, 0.21, 0.44, 0.29, 0.42, 0.37], "charge": 1, "homo_lumo_gap_ev": [8.36, 8.25], "total_energy_ha": -456.74218}